<a>
Molecular formula: H4O2
Method: DFT, wB97M-V/def2-TZVPD

The calculation puts the LUMO energy at 0.59 eV. Its SMILES is O.O. For the HOMO-LUMO gap, the calculation gives 11.6 eV.

```
6
Properties=species:S:1:pos:R:3:mulliken_charge:R:1
O -0.8592 -0.7377 0.6236 -0.669
H -0.7690 -1.6403 1.0048 0.324
H -1.4356 -0.8578 -0.1649 0.334
O 1.0455 1.4762 -0.4400 -0.655
H 1.6675 0.8896 -0.9273 0.314
H 0.3508 0.8700 -0.0962 0.352
```

<b>
Molecular formula: H4O2
Method: DFT, wB97M-V/def2-TZVPD

The calculation puts the LUMO energy at 0.73 eV. Its SMILES is O.O. For the HOMO-LUMO gap, the calculation gives 12.0 eV.

```
6
Properties=species:S:1:pos:R:3:mulliken_charge:R:1
O 1.5785 -0.0179 -0.1215 -0.656
H 1.7895 0.7919 0.3324 0.322
H 1.7329 -0.6571 0.5852 0.325
O -1.6100 -0.0262 -0.0914 -0.610
H -0.8505 0.0881 0.4140 0.304
H -2.4204 0.1299 0.3719 0.314
```

<c>
Molecular formula: H4O2
Method: DFT, wB97M-V/def2-TZVPD

The calculation puts the LUMO energy at 0.78 eV. Its SMILES is O.O. For the HOMO-LUMO gap, the calculation gives 11.6 eV.

```
6
Properties=species:S:1:pos:R:3:mulliken_charge:R:1
O 0.5204 0.8893 0.9158 -0.663
H -0.0650 0.6190 0.1746 0.374
H -0.1374 0.9972 1.6300 0.308
O -0.4408 -0.7632 -0.9052 -0.665
H 0.4944 -1.0913 -0.8148 0.343
H -0.9286 -1.5331 -1.0748 0.304
```

Stability check: which of them is most stable? <a>.

<a>
Molecular formula: H4O2
Method: DFT, wB97M-V/def2-TZVPD

The calculation puts the LUMO energy at 0.77 eV. Its SMILES is O.O. For the HOMO-LUMO gap, the calculation gives 11.6 eV.

```
6
Properties=species:S:1:pos:R:3:mulliken_charge:R:1
O 0.3852 -0.3188 -1.1784 -0.678
H -0.0832 -1.0733 -1.5939 0.326
H 1.3041 -0.6058 -1.0758 0.329
O -0.6860 0.3374 1.4152 -0.661
H -0.1700 0.4739 0.5504 0.363
H -0.7501 1.1867 1.8825 0.321
```

<b>
Molecular formula: H4O2
Method: DFT, wB97M-V/def2-TZVPD

The calculation puts the LUMO energy at 0.63 eV. Its SMILES is O.O. For the HOMO-LUMO gap, the calculation gives 11.6 eV.

```
6
Properties=species:S:1:pos:R:3:mulliken_charge:R:1
O 1.7614 0.1863 -0.5819 -0.644
H 0.9843 0.2096 -0.0066 0.351
H 1.3916 0.2177 -1.4697 0.305
O -1.1061 -0.2727 0.4163 -0.654
H -1.0667 -0.4859 1.3562 0.324
H -1.9645 0.1450 0.2859 0.319
```

Stability check: which of them is most stable? <b>.

<a>
Molecular formula: C4H8NS
Method: DFT, wB97M-V/def2-TZVPD

The calculation puts the LUMO energy at -5.04 eV. Its net charge is +1. For the HOMO-LUMO gap, the calculation gives 9.0 eV.

```
14
Properties=species:S:1:pos:R:3:mulliken_charge:R:1
C -0.8504 -1.4651 0.8976 -0.313
C -0.8880 -0.4581 1.6905 -0.389
C -0.4532 1.2622 -0.0918 -0.435
C 1.4979 0.0817 -1.2177 -0.705
N 0.6110 0.1521 -0.1707 0.038
S 0.3776 0.8663 1.4522 0.200
H 0.0450 -1.9167 0.5207 0.278
H -1.7182 0.0098 2.0346 0.450
H -1.7941 -1.8595 0.4076 0.269
H -0.4153 2.2499 -0.5246 0.408
H -1.3578 0.7417 -0.2022 0.304
H 0.8545 -0.4108 -2.0173 0.318
H 1.5644 1.1352 -1.6769 0.278
H 2.5265 -0.3887 -1.1020 0.298
```

<b>
Molecular formula: C4H8NS
Method: DFT, wB97M-V/def2-TZVPD

The calculation puts the LUMO energy at -3.76 eV. Its net charge is +1. Its SMILES is C#CC[C@H]([NH3+])S. For the HOMO-LUMO gap, the calculation gives 10.5 eV.

```
14
Properties=species:S:1:pos:R:3:mulliken_charge:R:1
C 2.8592 0.7870 0.0085 0.070
C 1.6575 0.7460 -0.0163 -0.707
C 0.2363 1.1117 -0.1515 -0.564
C -0.7708 -0.0673 0.3031 -0.474
N -0.4676 -1.2958 -0.5638 -0.319
S -2.3871 0.6686 -0.0947 -0.086
H 3.8852 0.6440 0.0432 0.497
H -0.0128 1.2288 -1.2226 0.366
H 0.0436 2.0110 0.4486 0.392
H -0.5284 -0.2273 1.3631 0.452
H -0.7841 -2.3165 -0.5355 0.347
H -0.8449 -0.8608 -1.4100 0.452
H 0.5854 -1.5169 -0.6957 0.374
H -3.1024 -0.2828 0.5724 0.200
```

<c>
Molecular formula: C4H8NS
Method: DFT, wB97M-V/def2-TZVPD

The calculation puts the LUMO energy at -6.39 eV. Its net charge is +1. For the HOMO-LUMO gap, the calculation gives 7.2 eV.

```
14
Properties=species:S:1:pos:R:3:mulliken_charge:R:1
C -1.9960 1.0946 0.5314 -0.328
C -0.6429 -0.8354 0.3549 -0.495
C 0.7540 -1.1328 -0.1573 -0.590
C 2.2861 1.0903 -0.4733 -0.142
N -1.0257 0.5167 0.0213 -0.310
S 1.9345 0.0271 0.6926 0.172
H -2.4523 1.9801 0.0609 0.253
H -2.2713 0.6871 1.4322 0.300
H -1.2355 -1.5465 -0.1690 0.328
H -0.7226 -1.2298 1.4680 0.397
H 0.9348 -2.1345 0.0248 0.487
H 0.5294 -0.9504 -1.2542 0.337
H 2.0604 1.0960 -1.5568 0.276
H 2.7132 2.0552 -0.3055 0.314
```

Stability check: which of them is most stable? <b>.